Molecular formula: C33H64O12S
Method: DFT, ωB97M-V with the def2-TZVPD basis set

XYZ file:
```
110
Properties=species:S:1:pos:R:3:lowdin_charge:R:1
C 0.5611 8.2731 0.2604 -0.137
C -0.6814 8.2640 -0.7627 -0.275
C -1.5009 6.8894 -0.8034 -0.223
C -2.6133 6.7570 0.3737 -0.215
C -2.3823 5.4991 1.3443 -0.226
C -2.9284 4.0975 0.7272 -0.194
C -2.4803 2.9121 1.7435 -0.215
C -2.2444 1.4957 1.0249 -0.217
C -3.4695 0.4409 1.2539 -0.206
C -2.8394 -1.0462 1.1724 -0.209
C -3.8413 -2.2048 1.6596 -0.203
C -3.9924 -3.4380 0.6384 -0.180
C -3.4978 -4.8600 1.2755 -0.117
C -1.9062 -4.8471 1.1755 -0.035
C -1.0592 -5.4007 0.1639 -0.018
C -1.4832 -6.2293 -1.1336 -0.103
C -0.4282 -7.4471 -1.3376 -0.180
C 0.1026 -7.6006 -2.8472 -0.195
C 1.7032 -7.3082 -2.9477 -0.217
S 2.5217 -8.2085 -4.3451 0.757
O 3.1978 -7.1392 -5.2262 -0.376
O 1.5864 -8.9944 -5.2151 -0.318
O 3.7993 -9.1503 -3.7485 -0.207
C 0.4095 -4.9839 0.6546 -0.281
O 1.5129 -5.1431 0.0826 0.080
O 0.3991 -4.2932 1.9245 0.086
C -0.9902 -4.1594 2.2715 -0.290
O -1.2855 -3.5857 3.3403 0.098
H 0.7934 9.3628 0.5706 0.073
H 1.5246 7.9013 -0.2509 0.075
H 0.3082 7.6893 1.2057 0.066
H -0.2244 8.4011 -1.8173 0.104
H -1.3092 9.1936 -0.5630 0.102
H -0.8215 5.9748 -0.8391 0.110
H -2.1076 6.9079 -1.7882 0.104
H -3.6764 6.8487 -0.0453 0.109
H -2.4650 7.7014 1.0283 0.100
H -1.2745 5.4667 1.6128 0.103
H -2.9682 5.7235 2.3150 0.113
H -2.5555 3.9466 -0.3378 0.107
H -4.0732 4.1652 0.8161 0.112
H -3.1514 2.8450 2.6715 0.113
H -1.4455 3.2430 2.1439 0.103
H -1.3445 1.0087 1.5671 0.101
H -1.9328 1.5758 -0.0719 0.111
H -3.9765 0.6655 2.2491 0.108
H -4.2016 0.6461 0.3896 0.115
H -1.9482 -1.0515 1.9061 0.109
H -2.5285 -1.2248 0.0903 0.111
H -4.8876 -1.7440 1.7932 0.110
H -3.5211 -2.5573 2.7040 0.103
H -3.2960 -3.2514 -0.2513 0.102
H -5.0721 -3.5545 0.2666 0.113
H -3.8983 -4.9208 2.3421 0.123
H -3.9824 -5.7206 0.6843 0.113
H -2.5108 -6.7259 -0.9670 0.120
H -1.5630 -5.5705 -2.0595 0.123
H 0.5008 -7.3364 -0.6625 0.102
H -0.9714 -8.4308 -1.0729 0.121
H -0.4850 -6.9438 -3.5903 0.128
H -0.0087 -8.7131 -3.1281 0.112
H 1.8613 -6.1891 -3.0862 0.120
H 2.2338 -7.6339 -1.9796 0.112
H 4.3206 -8.5678 -3.1379 0.084
C -6.9391 7.1213 6.1425 -0.110
O -5.8858 8.0518 6.3109 -0.207
C -4.6131 7.4236 6.4253 -0.195
C -3.5113 8.3431 5.9140 -0.175
O -3.4486 8.4265 4.4890 -0.137
C -4.4980 9.1596 3.8547 -0.175
C -4.4132 10.6649 4.0798 -0.194
O -4.8734 11.0016 5.3847 -0.208
C -4.2550 12.1697 5.8918 -0.111
H -7.0627 6.5151 7.0433 0.086
H -7.8579 7.6815 5.9585 0.089
H -6.7517 6.4816 5.2735 0.086
H -4.5923 6.4840 5.8588 0.124
H -4.4474 7.2052 7.4861 0.126
H -2.5511 7.9168 6.2205 0.127
H -3.5684 9.3343 6.3648 0.117
H -5.4762 8.7597 4.1246 0.118
H -4.3721 8.9711 2.7827 0.120
H -5.0628 11.1791 3.3610 0.126
H -3.3798 10.9960 3.9310 0.126
H -3.1666 12.0484 5.9137 0.086
H -4.6027 12.3205 6.9151 0.089
H -4.5253 13.0424 5.2890 0.087
C 6.0408 -8.1220 -6.6223 -0.100
O 6.8847 -7.1504 -6.0273 -0.195
C 6.4667 -6.7865 -4.7149 -0.198
C 7.6620 -6.3468 -3.8792 -0.172
O 8.4757 -7.4311 -3.4261 -0.133
C 9.2773 -8.0783 -4.4174 -0.175
C 10.4480 -7.2324 -4.9053 -0.196
O 9.9987 -6.2378 -5.8199 -0.206
C 10.8133 -5.0804 -5.8035 -0.112
H 5.0489 -7.7053 -6.8043 0.074
H 6.4881 -8.4212 -7.5726 0.089
H 5.9719 -9.0110 -5.9863 0.087
H 5.9657 -7.6278 -4.2204 0.099
H 5.7581 -5.9575 -4.8134 0.125
H 7.2782 -5.8740 -2.9696 0.125
H 8.2598 -5.5926 -4.3919 0.117
H 8.6639 -8.4422 -5.2425 0.118
H 9.6878 -8.9644 -3.9207 0.126
H 11.1618 -7.8705 -5.4404 0.126
H 10.9488 -6.7760 -4.0448 0.125
H 10.8512 -4.6526 -4.7958 0.086
H 10.3669 -4.3421 -6.4717 0.089
H 11.8241 -5.3148 -6.1522 0.087
```

frontier orbital gap	7.63	eV
E_HOMO	-8.914	eV
SMILES	CCCCCCCCCCCCCC1=C(CCCCS(=O)(=O)O)C(=O)OC1=O.COCCOCCOC.COCCOCCOC